[1]
{"formula": "CH4CsO", "method": "ωB97M-V/def2-TZVPD", "energy_ev": -3691.5426, "total_charge": 1, "gap_ev": 10.665, "symbols": ["Cs", "C", "O", "H", "H", "H", "H"], "positions_angstrom": [[2.81008, 0.99522, -0.96568], [-0.40778, 0.05415, 0.45650], [-0.13314, -0.60189, -0.79102], [0.45189, 0.68935, 0.66131], [-1.29154, 0.69196, 0.39159], [-0.55968, -0.65455, 1.26957], [-0.86984, -1.17424, -1.02227]], "nbo_charge": [0.997, -0.242, -0.763, 0.129, 0.192, 0.194, 0.493]}

---

[2]
{"formula": "CH4F2NP", "method": "ωB97M-V/def2-TZVPD", "energy_ev": -17309.1162, "total_charge": 0, "spin_multiplicity": 3, "gap_ev": [7.092, 7.655], "s_squared": 2.008, "symbols": ["C", "N", "F", "F", "P", "H", "H", "H", "H"], "positions_angstrom": [[-1.22328, -0.17514, 0.11771], [0.36010, 1.03429, 0.49778], [-1.42861, 0.40734, -1.07240], [-2.23759, 0.07615, 0.87588], [-0.10179, -1.54827, 0.30318], [0.11109, 1.58485, 1.29647], [0.11634, 1.75816, -0.33026], [0.62155, -1.11203, -0.67767], [-0.73780, -2.59583, -0.34213]], "mulliken_spin": [0.806, 1.116, 0.053, 0.064, 0.021, -0.051, -0.050, 0.002, 0.040]}

---

[3]
{"formula": "CH4F2Si", "method": "ωB97M-V/def2-TZVPD", "energy_ev": -14414.5847, "total_charge": 0, "gap_ev": 12.103, "symbols": ["F", "C", "Si", "F", "H", "H", "H", "H"], "positions_angstrom": [[1.72388, -0.86130, 0.38212], [0.90730, -0.01848, -0.44886], [-0.77846, 0.25119, 0.44623], [-1.96231, -0.56770, -0.34055], [1.64723, 0.68441, -0.99842], [0.74761, -0.75812, -1.28152], [-1.23212, -0.43628, 1.69882], [-1.05313, 1.70627, 0.54218]], "nbo_charge": [-0.393, -0.431, 1.443, -0.656, 0.224, 0.211, -0.179, -0.218]}

---

[4]
{"formula": "CH4FNP2", "method": "ωB97M-V/def2-TZVPD", "energy_ev": -23884.2851, "total_charge": 0, "gap_ev": 9.321, "symbols": ["H", "N", "C", "F", "P", "P", "H", "H", "H"], "positions_angstrom": [[0.11371, 0.75504, 2.34299], [1.10762, 0.55956, 2.20329], [1.66370, 0.40175, 1.14387], [2.93049, 0.70810, 0.87586], [0.75664, -0.33394, -0.82246], [-0.96225, 0.79957, -0.22451], [0.45440, -1.56478, 0.01289], [-0.48325, 1.87269, -0.98651], [-2.08135, 0.69674, -1.13499]], "nbo_charge": [0.416, -0.722, 0.588, -0.329, 0.084, -0.050, 0.000, -0.005, 0.018]}

---

[5]
{"formula": "CH4FNS", "method": "ωB97M-V/def2-TZVPD", "energy_ev": -16143.2989, "total_charge": 0, "gap_ev": 9.461, "symbols": ["C", "N", "S", "F", "H", "H", "H", "H"], "positions_angstrom": [[-0.38612, -0.60934, -0.46422], [0.28666, 0.61986, -0.18751], [0.18534, 1.28655, 1.29909], [1.38450, 0.25128, 2.03940], [-0.65781, -1.18856, 0.43466], [-1.43399, -0.34462, -1.02935], [0.11059, -1.33848, -1.19909], [0.51083, 1.32331, -0.89298]], "nbo_charge": [-0.428, -0.792, 0.723, -0.531, 0.232, 0.174, 0.213, 0.410]}

---

[6]
{"formula": "CH4FNS2", "method": "ωB97M-V/def2-TZVPD", "energy_ev": -26974.6511, "total_charge": 0, "gap_ev": 6.352, "symbols": ["C", "N", "F", "S", "S", "H", "H", "H", "H"], "positions_angstrom": [[-1.48077, 0.64728, 0.31503], [0.78479, -0.38854, 0.17650], [2.25771, 1.29002, -0.97480], [0.57947, -2.01764, 0.26532], [1.82381, 0.67315, 0.52885], [-1.40265, 1.56136, -0.35059], [-2.04791, -0.03307, -0.09233], [-1.15884, 0.64677, 1.27471], [0.64438, -2.37933, -1.14269]], "nbo_charge": [-0.336, -0.961, -0.527, 0.272, 0.910, 0.192, 0.158, 0.182, 0.109]}

---

[7]
{"formula": "CH4FOP", "method": "ωB97M-V/def2-TZVPD", "energy_ev": -15151.9778, "total_charge": 0, "gap_ev": [7.799, 9.010], "symbols": ["C", "O", "F", "P", "H", "H", "H", "H"], "positions_angstrom": [[0.12919, 0.28378, -0.71892], [-0.88688, 1.02950, -0.14523], [2.68641, -0.55725, -0.38877], [1.69108, 0.61960, 0.30035], [-0.01907, -0.72912, -0.80582], [0.38929, 0.72492, -1.79115], [-1.34070, 0.63730, 0.64621], [0.67627, -1.03736, 1.97755]], "nbo_charge": [-0.386, -0.729, -0.600, 0.978, 0.193, 0.196, 0.493, -0.145]}

---

[8]
{"formula": "CH4FOP", "method": "ωB97M-V/def2-TZVPD", "energy_ev": -15152.5024, "total_charge": 0, "gap_ev": 8.178, "symbols": ["O", "C", "P", "F", "H", "H", "H", "H"], "positions_angstrom": [[-0.49065, -1.68694, 0.11082], [-0.06729, -0.74174, -0.65954], [0.03474, 0.79859, -0.06233], [1.12001, 1.62511, 0.88467], [-1.00681, -1.37010, 0.86325], [0.58954, -1.19801, -1.36767], [0.63801, 1.77185, -1.08801], [-0.81755, 0.80123, 1.31882]], "nbo_charge": [-0.663, -0.342, 0.921, -0.637, 0.478, 0.221, 0.030, -0.008]}